Entry 1:
Here is a structure of composition C18H22N5O4SV from OMol25. Energies are from ωB97M-V/def2-TZVPD.

Structure (XYZ):
```
51
Properties=species:S:1:pos:R:3:lowdin_charge:R:1
V -0.770 -1.837 -0.867 0.80
S 0.947 0.758 -2.687 0.63
O 0.814 1.860 -1.817 -0.31
O -1.163 -2.591 0.505 -0.50
O 0.395 0.720 -4.004 -0.32
O 1.239 -2.495 -1.178 -0.20
N 3.282 1.923 1.931 -0.01
N 1.548 -0.239 2.371 -0.07
N 0.509 -0.653 -1.993 -0.22
N -1.643 -0.645 2.318 -0.05
N -2.371 -0.466 -0.891 0.16
C 5.183 0.264 -2.753 -0.12
C -4.743 0.152 -0.281 -0.13
C -7.143 0.675 1.033 -0.08
C 3.944 0.767 -3.064 -0.13
C 2.925 -0.886 -2.128 -0.24
C -3.364 0.045 -0.681 -0.09
C -6.027 0.209 1.720 -0.10
C 4.055 -1.713 -1.871 -0.02
C 1.639 -1.357 -1.750 -0.54
C 2.764 0.362 -2.698 -0.21
C 5.257 -1.020 -2.283 -0.10
C -0.812 0.342 1.713 -0.30
C 0.628 0.019 1.281 -0.24
C -5.974 0.682 -1.037 0.01
C -7.068 1.025 -0.281 -0.13
C 3.466 0.739 1.039 -0.20
C -4.815 0.230 1.113 -0.05
C 2.875 -0.485 1.867 -0.21
H -3.886 -0.116 1.716 0.13
H 6.195 -1.650 -1.908 0.12
H -1.890 -0.634 3.351 0.09
H -6.218 0.032 2.758 0.10
H 3.401 -0.839 2.746 0.11
H 3.027 0.776 0.114 0.05
H -0.781 1.223 2.380 0.12
H -1.365 0.656 0.848 0.05
H 1.224 -1.110 2.823 0.12
H -7.973 0.827 1.841 0.14
H 2.854 -1.228 1.198 0.05
H 3.582 2.793 1.504 0.05
H 3.759 1.757 -3.490 0.12
H -7.826 1.381 -0.745 0.04
H 4.544 0.563 0.893 0.11
H -1.417 -1.650 2.067 0.04
H 0.923 0.878 0.665 0.11
H 0.680 -0.848 0.621 0.07
H -6.242 0.382 -2.183 0.16
H 5.787 0.923 -2.932 0.00
H 2.364 2.104 2.273 0.03
H 3.683 -2.604 -1.163 0.15
```

Output
Energy (eV): -71180.3367
Expectation value of S²: 3.7970
Kohn-Sham gap (spin up / spin down) (eV): 3.039 / 6.972
Charge: -1
Spin multiplicity: 4

=====

Entry 2:
Here is an isolated molecule of C18H22N8O3 from OMol25. Energies are from ωB97M-V/def2-TZVPD.

Structure (XYZ):
```
51
Properties=species:S:1:pos:R:3:lowdin_charge:R:1
O 1.959 3.124 1.589 0.04
O -0.358 -1.034 0.209 0.02
O 3.297 1.550 3.278 -0.06
N -1.324 -4.225 -4.985 0.07
N -2.192 0.864 -1.819 0.06
N 0.943 -3.189 -2.340 0.12
N 1.796 -1.644 -0.305 0.11
N -1.617 -2.869 -3.266 0.03
N -2.588 -3.729 -5.023 0.03
N -1.975 1.906 0.122 0.01
N 1.358 1.058 0.790 0.16
C -0.836 2.195 -0.602 -0.23
C 0.263 3.049 -0.073 -0.02
C 0.021 -2.390 -1.695 -0.16
C -2.759 -2.923 -4.006 -0.12
C 2.161 0.120 1.589 -0.43
C -1.559 2.005 2.614 -0.07
C 0.576 -3.827 -3.403 -0.03
C -0.995 1.538 -1.789 -0.10
C 3.457 0.770 2.128 -0.22
C -2.964 1.518 2.406 -0.08
C 1.351 -0.445 2.753 -0.01
C 2.684 -0.986 0.655 -0.09
C 1.276 2.398 0.875 -0.45
C -2.333 2.437 1.406 -0.24
C -1.243 -2.203 -2.127 0.06
C 0.467 -1.623 -0.483 -0.42
C -0.743 -3.704 -3.930 -0.28
C -2.748 1.114 -0.662 -0.16
H 4.134 -0.045 2.396 0.13
H 1.096 0.358 3.444 0.08
H 2.271 -2.216 -0.992 0.12
H -3.756 1.920 3.021 0.10
H 3.123 -1.757 1.294 0.13
H 2.848 2.357 2.969 0.06
H -2.686 3.461 1.375 0.15
H 0.586 0.607 0.309 0.09
H 0.446 -0.933 2.399 0.07
H 3.495 -0.556 0.062 0.13
H -0.312 1.519 -2.624 0.11
H -0.773 1.282 2.454 0.08
H 0.847 3.432 -0.912 0.14
H -1.942 -1.527 -1.659 0.11
H 1.956 -1.166 3.307 0.10
H -3.080 0.482 2.119 0.11
H 1.290 -4.460 -3.915 0.12
H 3.924 1.339 1.315 0.13
H -3.708 0.753 -0.327 0.13
H -0.122 3.921 0.456 0.13
H -3.650 -2.369 -3.770 0.13
H -1.361 2.745 3.376 0.11
```

Output
Energy (eV): -37086.3879
Kohn-Sham gap (eV): 8.759
ΔE to the lowest compared entry with this formula, charge and spin (kJ/mol): 32.6

=====

Entry 3:
Here is an isolated molecule of C18H23BN2O3 from OMol25. Energies are from ωB97M-V/def2-TZVPD.

Structure (XYZ):
```
47
Properties=species:S:1:pos:R:3:lowdin_charge:R:1
O -3.330 6.061 1.409 0.12
O -4.413 6.050 3.482 0.13
O -0.774 -0.457 1.471 0.03
N 0.361 0.189 3.195 0.07
N 1.551 -0.507 1.203 0.14
C 0.454 -2.469 -4.712 -0.05
C -1.742 2.157 2.403 -0.06
C 1.710 -2.957 -3.907 -0.51
C 2.634 -1.937 -0.388 -0.01
C -2.618 3.821 4.422 -0.04
C -2.315 3.329 2.094 -0.03
C 2.717 -2.396 -1.675 -0.05
C -0.900 0.384 3.906 -0.12
C 1.691 -4.491 -3.796 -0.04
C 0.625 -1.440 -2.116 -0.04
C 0.341 -0.228 1.889 -0.48
C -2.706 4.194 3.119 -0.10
C 0.463 -1.002 -0.851 0.00
C 1.568 -1.048 0.015 -0.27
C -1.956 2.633 4.728 0.00
C -1.504 1.786 3.678 -0.18
C 3.017 -2.594 -4.704 -0.03
C 1.675 -2.214 -2.591 -0.19
B -3.439 5.481 2.679 -0.60
H -0.145 -1.145 -2.806 0.10
H -4.783 6.795 2.891 0.15
H 0.449 -3.019 -5.605 0.06
H 1.249 0.088 3.669 0.13
H 3.227 -1.626 -4.993 0.05
H -1.639 -0.326 3.507 0.12
H 3.860 -2.986 -4.192 0.06
H 0.741 -4.887 -3.384 0.10
H -0.757 0.156 5.025 0.15
H -0.437 -2.764 -4.189 0.08
H -0.320 -0.394 -0.443 0.10
H -1.371 1.596 1.533 0.12
H -2.005 2.335 5.778 0.11
H 2.413 -0.459 1.696 0.14
H -2.991 4.383 5.216 0.10
H -2.819 5.779 0.606 0.12
H 3.534 -3.090 -1.915 0.12
H 2.914 -3.152 -5.658 0.09
H -2.364 3.637 1.076 0.10
H 3.463 -2.034 0.277 0.09
H 0.498 -1.483 -5.045 0.07
H 2.493 -4.826 -3.191 0.06
H 1.682 -4.924 -4.801 0.08
```

Output
Energy (eV): -28840.3743
Kohn-Sham gap (eV): 8.345
ΔE to the lowest compared entry with this formula, charge and spin (kJ/mol): 128.0

=====

Entry 4:
Here is a cluster of 6 separate species, C18H23Cl2F3O15 in total from OMol25. Energies are from ωB97M-V/def2-TZVPD.

Structure (XYZ):
```
61
Properties=species:S:1:pos:R:3:lowdin_charge:R:1
Cl -1.764 -2.911 0.603 0.57
Cl -1.765 -0.115 1.402 0.58
F -1.239 -2.657 -2.565 0.03
F 0.247 -4.097 3.734 0.05
F 2.059 1.018 1.436 0.07
O -1.844 -6.711 4.460 0.07
O 0.216 3.144 -0.524 0.05
O 2.157 1.000 -3.259 0.08
O -2.970 -0.812 -4.143 0.08
O 0.203 0.355 -2.363 0.16
O 1.833 3.992 -1.845 0.15
O -3.441 -2.240 -2.498 0.11
O 2.352 3.449 3.382 0.09
O 2.054 0.438 -1.131 0.07
O -0.286 3.818 -2.583 0.09
O 2.207 2.273 5.299 0.19
O 1.144 1.577 3.430 0.13
O -4.160 -0.105 -2.383 0.19
O -1.524 -8.013 2.659 0.20
O -0.592 -5.961 2.768 0.13
C 1.944 2.429 4.160 -0.54
C -3.577 -0.950 -2.953 -0.56
C -1.240 3.070 -0.572 -0.29
C -0.869 -1.368 0.551 -0.96
C 1.359 0.588 -2.259 -0.59
C 1.756 3.326 2.092 -0.05
C -0.905 -4.812 3.501 -0.33
C -2.469 -2.085 -4.544 -0.05
C 3.317 1.148 -1.228 -0.30
C -1.481 -5.362 4.810 -0.04
C 4.422 0.266 -0.686 -0.02
C -1.560 3.624 -1.967 -0.07
C 1.231 1.889 2.081 -0.33
C 0.685 3.707 -1.660 -0.55
C -1.806 3.900 0.558 -0.02
C 3.394 1.456 -2.732 -0.09
C -1.345 -7.006 3.235 -0.55
C -2.423 -2.851 -3.237 -0.30
H 0.923 4.016 1.984 0.13
H 0.101 -1.532 0.999 0.04
H 4.459 -0.703 -1.176 0.09
H -1.454 3.479 1.504 0.07
H -2.117 4.562 -1.914 0.13
H -1.475 2.015 -0.450 0.11
H 4.267 0.130 0.386 0.08
H -1.345 4.889 0.496 0.10
H -2.890 3.928 0.574 0.10
H 3.238 2.064 -0.645 0.13
H -2.372 -4.824 5.135 0.13
H -2.145 2.944 -2.584 0.14
H 3.524 2.520 -2.920 0.12
H 2.512 3.532 1.340 0.14
H 0.237 1.843 1.646 0.10
H -1.496 -1.997 -5.020 0.14
H -3.183 -2.543 -5.231 0.14
H -2.562 -3.926 -3.312 0.17
H -0.789 -1.090 -0.493 0.00
H 4.233 0.949 -3.214 0.13
H 5.369 0.804 -0.783 0.09
H -1.590 -4.123 3.012 0.11
H -0.766 -5.346 5.634 0.14
```

Output
Energy (eV): -82950.4264
Kohn-Sham gap (eV): 11.408
ΔE to the lowest compared entry with this formula, charge and spin (kJ/mol): 0.0